C21H25Cl3N4O2PdS | ωB97M-V/def2-TZVPD

XYZ file:
```
57
Properties=species:S:1:pos:R:3:forces:R:3
Pd -0.1433 0.0249 0.1170 1.94 0.02 0.00
N 2.1306 0.0804 0.0278 -1.49 -0.61 0.07
C 2.9348 1.0251 -0.7761 0.29 0.62 -0.30
C 3.2535 2.3010 -0.0058 -0.32 -0.02 -0.22
C 2.1495 3.3555 0.0059 0.08 -0.28 0.19
C 0.8759 3.0137 0.7861 0.64 0.31 0.50
N -0.1562 2.3448 -0.0396 -0.51 -1.73 0.16
H 2.4465 0.1287 1.0022 -0.18 -0.19 -0.22
H 2.3337 -0.8593 -0.3084 -0.03 0.12 0.30
H 2.3903 1.2487 -1.6979 0.14 -0.06 0.03
H 3.8808 0.5430 -1.0507 -0.25 -0.08 0.04
H 4.1342 2.7545 -0.4615 0.03 -0.06 0.04
H 3.5258 2.0406 1.0198 0.15 0.02 0.07
H 1.8891 3.6038 -1.0243 -0.03 0.20 -0.08
H 2.5818 4.2521 0.4496 -0.14 0.08 -0.04
H 0.4711 3.9474 1.1900 -0.17 -0.21 -0.11
H 1.1028 2.3664 1.6443 -0.07 0.25 -0.15
H -0.0605 2.6089 -1.0247 -0.05 -0.17 0.23
H -1.0817 2.6605 0.2602 0.22 -0.11 -0.16
O -3.0701 -0.0553 -0.3284 0.94 0.04 1.92
C -2.1428 -0.0287 0.3201 -0.94 -0.10 -2.78
Cl -0.0721 -6.6441 6.4633 -0.14 -0.08 0.22
C 0.7270 -6.2018 5.0173 0.33 0.48 -0.50
C 1.0832 -4.8686 4.7969 -0.18 -0.38 0.13
C 1.7315 -4.5264 3.6251 -0.05 -0.27 -0.11
C 2.0429 -5.4765 2.6572 0.02 -0.24 -0.10
C 2.7609 -5.0741 1.3893 -0.02 -0.15 0.12
C 1.8472 -5.2798 0.1404 1.20 -0.65 0.13
N 0.8248 -4.2759 0.1038 -0.39 1.11 -0.35
C -0.4487 -4.3510 0.5756 -0.43 0.37 0.01
C -0.9819 -3.0991 0.4485 -0.51 -0.43 0.38
N -0.0426 -2.2635 -0.0883 -0.19 1.97 0.42
C 1.0286 -3.0108 -0.2907 0.57 -0.16 -0.10
O 3.9396 -5.8327 1.2626 -0.55 -0.05 -0.15
C 5.0425 -5.1587 0.6923 0.48 0.07 0.05
C 5.6401 -4.1365 1.6206 0.08 -0.84 0.94
C 6.1109 -4.4632 2.8839 -0.07 1.01 -0.59
Cl 6.1035 -6.0005 3.5846 0.05 -0.34 0.22
S 6.7581 -3.0814 3.7211 -0.38 -0.65 -0.57
C 6.3940 -2.0827 2.3867 -0.20 -0.07 -0.26
C 5.8048 -2.7669 1.3540 0.31 0.63 0.51
C 1.6866 -6.8127 2.9016 0.00 0.66 0.34
Cl 2.0820 -8.0577 1.7853 -0.05 -0.40 -0.13
C 1.0281 -7.1706 4.0679 -0.04 0.05 0.07
H 0.8578 -4.1186 5.5397 -0.02 -0.01 0.08
H 2.0144 -3.4962 3.4655 0.10 0.14 -0.04
H 3.0145 -4.0028 1.4569 -0.08 -0.08 0.02
H 1.4031 -6.2745 0.1678 -0.04 0.19 -0.10
H 2.4641 -5.1991 -0.7581 -0.13 -0.03 0.00
H -0.8783 -5.2650 0.9345 -0.04 -0.15 0.10
H -1.9784 -2.7724 0.6843 -0.01 -0.06 0.09
H 1.9330 -2.7131 -0.7883 0.17 0.00 0.03
H 4.7786 -4.6856 -0.2620 0.01 -0.02 -0.04
H 5.7726 -5.9489 0.4938 -0.11 0.11 -0.08
H 6.6475 -1.0403 2.4198 0.07 0.17 0.00
H 5.5318 -2.3038 0.4229 -0.02 0.11 -0.27
H 0.7584 -8.2025 4.2346 0.00 -0.05 0.05
```
Forces are in eV/Å.

The relative energy (zero: lowest compared OMol25 entry of this formula, charge and spin) is 39.4 kcal/mol. The value obtained for the HOMO energy is -0.46927 hartree. The total charge is +2. The value obtained for the lowest unoccupied orbital energy is -9.595 eV. Its gap between HOMO and LUMO is 3.174 eV.

Now the Löwdin charges, all in e:
1. Pd 0.89
2. N -0.01
3. C -0.21
4. C -0.18
5. C -0.18
6. C -0.22
7. N 0.00
8. H 0.12
9. H 0.05
10. H 0.12
11. H 0.13
12. H 0.13
13. H 0.12
14. H 0.12
15. H 0.13
16. H 0.13
17. H 0.12
18. H 0.12
19. H 0.10
20. O 0.21
21. C -0.07
22. Cl 0.74
23. C -0.67
24. C -0.09
25. C -0.03
26. C -0.19
27. C -0.29
28. C -0.05
29. N -0.04
30. C 0.01
31. C -0.11
32. N -0.02
33. C -0.14
34. O -0.14
35. C -0.15
36. C -0.33
37. C -0.96
38. Cl 0.74
39. S 1.04
40. C -0.43
41. C -0.17
42. C -0.57
43. Cl 0.81
44. C -0.11
45. H 0.11
46. H 0.11
47. H 0.14
48. H 0.10
49. H 0.14
50. H 0.15
51. H 0.10
52. H 0.14
53. H 0.13
54. H 0.14
55. H 0.06
56. H 0.10
57. H 0.11

***

C21H25ClN2O2PPdS | ωB97M-V/def2-TZVPD

XYZ file:
```
54
Properties=species:S:1:pos:R:3:forces:R:3
Pd 0.5762 -0.4950 -0.5377 -0.26 0.06 -0.03
Cl -6.1367 -2.6657 -2.3420 0.01 0.01 -0.01
C -4.5258 -2.0433 -2.2070 0.00 0.01 -0.03
C -3.9452 -1.3705 -3.2964 -0.01 -0.01 0.02
C -2.6747 -0.8761 -3.2046 0.02 0.02 -0.03
C -1.8973 -1.0142 -2.0282 0.00 -0.01 0.03
O -0.6969 -0.5126 -2.0587 0.00 -0.06 -0.04
C -2.4950 -1.6909 -0.9308 -0.03 0.00 -0.08
C -1.8636 -1.9173 0.3232 -0.03 -0.01 0.09
N -0.6967 -1.4997 0.6865 0.14 -0.05 -0.01
C -0.1454 -1.7724 1.9617 0.03 0.02 0.03
C -0.7379 -2.4850 2.9714 -0.04 -0.01 -0.02
C -0.0896 -2.6570 4.2093 0.00 -0.02 0.03
C 1.1353 -2.1041 4.4432 0.01 0.01 -0.01
C 1.7736 -1.3562 3.4280 -0.02 0.02 -0.04
C 3.0225 -0.7218 3.6104 0.01 -0.02 0.01
C 3.5592 0.0100 2.5943 0.04 0.02 0.02
C 2.8730 0.0883 1.3718 -0.01 -0.03 -0.04
N 1.7259 -0.5117 1.1517 -0.02 0.03 0.03
C 1.1394 -1.2122 2.1797 -0.01 0.01 -0.01
C -3.8140 -2.2003 -1.0588 0.01 -0.01 0.05
H -4.5138 -1.2499 -4.2089 0.00 0.00 0.00
H -2.2210 -0.3609 -4.0409 -0.01 0.00 0.00
H -2.4518 -2.4954 1.0333 0.00 0.02 0.00
H -1.7157 -2.9264 2.8400 0.01 -0.01 0.01
H -0.5818 -3.2309 4.9823 -0.01 0.00 -0.01
H 1.6279 -2.2252 5.3988 0.00 0.01 0.00
H 3.5332 -0.8189 4.5602 -0.01 0.01 0.00
H 4.5034 0.5239 2.7013 0.00 0.00 0.00
H 3.2827 0.6583 0.5540 0.00 0.01 0.02
H -4.2601 -2.7226 -0.2214 0.01 0.00 0.00
C -2.1651 2.3572 1.1766 0.01 0.00 0.00
S -0.4336 2.7529 1.4214 -0.01 -0.08 -0.02
C -0.5941 4.5342 1.3198 0.00 0.00 -0.01
O 0.2577 2.3180 0.1648 0.10 0.10 0.04
H -2.7525 2.7465 2.0075 -0.01 0.00 0.00
H -2.2412 1.2712 1.1446 0.00 0.00 0.00
H -2.4912 2.7824 0.2278 -0.01 0.00 0.00
H -1.2046 4.8903 2.1490 0.00 0.00 0.00
H -1.0428 4.7931 0.3614 0.00 0.01 0.00
H 0.4067 4.9542 1.3939 0.00 0.00 0.00
C 2.0732 -0.6677 -3.5175 0.01 0.01 0.03
P 1.8555 0.5082 -2.1555 0.15 -0.04 -0.04
C 3.5433 1.1083 -1.8498 -0.02 0.04 0.01
C 1.0098 1.9260 -2.8824 -0.08 -0.01 0.02
H 2.5685 -0.1888 -4.3631 0.00 0.00 0.00
H 1.0931 -1.0301 -3.8215 -0.01 -0.01 0.00
H 2.6713 -1.5146 -3.1818 0.00 0.00 -0.01
H 3.9982 1.3798 -2.8033 0.00 0.00 0.00
H 4.1530 0.3346 -1.3836 0.03 0.00 -0.04
H 3.5268 1.9972 -1.2178 -0.03 -0.04 0.03
H 1.5680 2.3081 -3.7377 0.01 0.00 0.00
H 0.8914 2.6940 -2.1210 0.02 0.02 0.01
H 0.0195 1.6010 -3.1974 0.01 0.01 -0.02
```
Forces are in eV/Å.

The relative energy (zero: lowest compared OMol25 entry of this formula, charge and spin) is 0.0 kcal/mol. The value obtained for the HOMO energy is -0.38495 hartree. The total charge is +1. The value obtained for the lowest unoccupied orbital energy is -3.563 eV. Its gap between HOMO and LUMO is 6.912 eV.

Now the Löwdin charges, all in e:
1. Pd 0.87
2. Cl 0.68
3. C -0.67
4. C -0.07
5. C 0.00
6. C -0.32
7. O -0.25
8. C -0.13
9. C -0.05
10. N -0.03
11. C -0.18
12. C 0.01
13. C -0.05
14. C -0.01
15. C -0.14
16. C 0.02
17. C -0.02
18. C -0.09
19. N -0.02
20. C -0.14
21. C -0.06
22. H 0.12
23. H 0.12
24. H 0.13
25. H 0.11
26. H 0.12
27. H 0.12
28. H 0.13
29. H 0.12
30. H 0.08
31. H 0.12
32. C -0.25
33. S 0.82
34. C -0.26
35. O -0.61
36. H 0.06
37. H 0.04
38. H 0.07
39. H 0.06
40. H 0.06
41. H 0.05
42. C -0.24
43. P 0.75
44. C -0.25
45. C -0.24
46. H 0.06
47. H 0.04
48. H 0.05
49. H 0.06
50. H 0.05
51. H 0.05
52. H 0.06
53. H 0.03
54. H 0.04

***

C21H25ClN3O3 | ωB97M-V/def2-TZVPD

XYZ file:
```
53
Properties=species:S:1:pos:R:3:forces:R:3
C 0.0422 0.5784 -3.9427 1.56 2.81 -6.81
C -0.6268 -0.3052 -3.0466 1.69 -2.50 2.50
H -1.3066 -1.0489 -3.6368 0.63 1.51 1.74
H 0.2242 -0.9147 -2.5011 -1.95 0.63 -0.97
O -1.2651 0.5297 -2.0502 -1.19 -2.09 -2.17
C -0.7605 1.0728 -0.9179 8.71 -7.34 -7.26
C 0.5618 1.0568 -0.4974 1.30 -7.29 -9.14
C 1.1854 1.8937 0.1962 0.01 2.15 5.25
C 0.3407 2.6565 0.9776 -5.68 1.95 1.37
C -1.1430 2.6591 0.7784 6.88 -4.44 -2.69
C -1.6171 1.6303 -0.3171 -5.82 11.65 11.91
O -2.8502 1.8920 -0.4650 -3.02 3.10 1.57
C -3.7064 1.4380 -1.3177 -2.62 -7.26 -0.34
H -4.7991 1.5358 -1.2533 0.58 1.47 0.86
C -3.6964 -0.2024 -1.1019 1.35 -1.10 9.00
O -3.3028 -0.8027 0.1156 -0.92 3.19 -6.17
N -4.4495 -0.8856 -1.8596 -0.89 -7.18 -1.17
H -4.8486 -0.5959 -2.6636 -1.30 2.23 -3.04
H -4.5626 -2.0251 -1.9654 0.89 3.77 1.61
H -3.4389 1.2984 -2.2823 1.16 1.39 -3.52
Cl -2.0970 3.5912 1.6882 -1.78 1.21 1.18
H 0.6227 3.1350 1.9037 0.48 0.61 -0.27
C 2.5525 1.7139 0.5477 1.27 8.19 -0.37
H 3.0956 1.5172 -0.2280 2.67 0.13 -6.20
N 3.0256 0.6996 1.2624 -14.48 2.02 7.15
H 3.8175 0.4977 1.4217 14.10 -3.46 1.48
H 2.3212 0.0447 1.3206 -1.82 -4.03 -1.67
C 2.4768 0.8684 2.8067 2.17 4.42 5.00
H 1.6711 1.6493 3.0606 0.84 -1.15 -2.20
H 3.2584 1.4054 3.5466 -0.47 -1.30 -2.23
C 1.9989 -0.4001 3.4436 -9.29 11.00 1.64
C 1.0122 -0.8083 2.5839 -5.87 -4.78 -2.53
C -0.4542 -0.6044 2.6241 5.50 6.66 9.25
N -1.0051 -1.0314 1.6478 0.70 -6.03 -7.97
C -0.0936 -1.7781 0.9005 0.65 -4.97 -3.69
C -0.3259 -2.7418 -0.4216 8.66 4.68 6.20
C 0.9156 -3.0873 -0.9846 -3.72 1.55 6.24
C 1.9514 -3.1996 -0.0548 6.28 -2.25 -5.28
C 2.2679 -2.3817 0.9221 -1.29 -0.61 1.21
C 1.1925 -1.8665 1.5276 -6.11 6.54 1.71
H 3.0703 -2.2869 1.5312 3.40 -0.62 0.97
H 2.9279 -3.7808 -0.4737 -2.44 1.02 0.79
H 0.8245 -3.7658 -1.6590 0.15 -3.92 -4.99
H -1.2225 -2.5751 -0.6531 -7.19 0.30 -3.20
H -1.8770 -1.0860 1.2845 -4.19 0.75 -0.80
H -1.0938 0.1159 3.3133 1.79 -1.63 -1.08
H 1.4810 -0.0341 4.5855 1.57 -0.78 -3.19
H 2.6614 -0.9069 3.6978 10.49 -8.89 3.68
H 2.9413 2.7599 0.8709 -0.32 -1.78 0.06
H 1.3392 0.3271 -1.2424 -2.49 1.80 2.16
H 0.7187 0.0308 -4.7740 -1.65 0.70 1.89
H 0.7891 1.3149 -3.5523 -1.02 -0.56 0.25
H -0.7449 1.2028 -4.6964 2.02 -1.47 2.29
```
Forces are in eV/Å.

The value obtained for the HOMO energy is -0.38380 hartree. The total charge is +1. The value obtained for the lowest unoccupied orbital energy is -2.349 eV. Its gap between HOMO and LUMO is 8.095 eV.

Now the Löwdin charges, all in e:
1. C -0.15
2. C -0.27
3. H 0.16
4. H 0.12
5. O -0.05
6. C -0.28
7. C 0.02
8. C -0.29
9. C -0.02
10. C -0.55
11. C -0.28
12. O 0.03
13. C -0.09
14. H 0.16
15. C -0.32
16. O -0.11
17. N 0.18
18. H 0.07
19. H 0.24
20. H 0.09
21. Cl 0.85
22. H 0.10
23. C -0.18
24. H 0.10
25. N 0.20
26. H 0.06
27. H 0.09
28. C -0.05
29. H 0.14
30. H 0.17
31. C -0.17
32. C -0.20
33. C -0.07
34. N 0.10
35. C -0.05
36. C 0.13
37. C -0.08
38. C -0.10
39. C -0.10
40. C -0.14
41. H 0.10
42. H 0.16
43. H 0.04
44. H 0.00
45. H 0.07
46. H 0.19
47. H 0.24
48. H -0.01
49. H 0.20
50. H 0.22
51. H 0.13
52. H 0.08
53. H 0.15

***

C21H25F4Si | ωB97M-V/def2-TZVPD

XYZ file:
```
51
Properties=species:S:1:pos:R:3:forces:R:3
C 0.1248 -2.3779 0.7705 0.51 -0.05 -0.09
C -0.9384 -1.4914 0.1914 -2.06 0.38 1.81
C -1.6947 -1.9647 -1.0237 0.05 0.05 -0.28
C -1.4670 -0.4899 0.9487 0.70 -0.93 -0.70
C -2.7248 0.2378 0.6238 -0.62 0.91 0.01
Si -3.1685 1.6501 1.8453 -0.25 -0.17 -0.08
C -4.5649 2.6938 1.1505 0.06 -0.04 -0.06
C -3.7131 0.9140 3.4809 0.06 -0.02 0.03
C -1.6618 2.7263 2.1075 0.19 0.06 0.00
H 0.3612 -3.1887 0.0741 0.09 0.02 0.23
H 1.0352 -1.7948 0.9388 0.07 -0.32 0.23
H -0.1701 -2.8139 1.7393 0.06 0.14 -0.44
H -1.2070 -2.8401 -1.4630 -0.17 0.08 0.01
H -2.7437 -2.2345 -0.8086 0.43 0.14 0.05
H -1.7319 -1.1659 -1.7778 -0.20 -0.16 -0.01
H -0.9652 -0.2177 1.8854 -0.09 -0.30 -0.14
H -2.6873 0.6942 -0.3839 -0.05 -0.25 0.20
H -3.6039 -0.4356 0.6276 0.36 0.04 -0.16
H -4.7556 3.5448 1.8201 0.01 -0.19 -0.17
H -4.3119 3.0936 0.1597 -0.09 -0.04 0.18
H -5.4957 2.1176 1.0631 0.19 0.13 0.00
H -3.8538 1.7196 4.2161 0.02 -0.23 -0.13
H -4.6661 0.3763 3.3793 0.23 0.11 0.04
H -2.9639 0.2162 3.8784 -0.17 0.12 0.00
H -1.9128 3.5445 2.7980 0.13 -0.17 -0.18
H -0.8144 2.1762 2.5381 -0.29 0.16 -0.03
H -1.3276 3.1725 1.1607 -0.05 0.00 0.16
F 4.9783 -1.7178 -4.3079 -1.85 0.12 0.49
C 3.6507 -1.7130 -3.9303 1.17 0.28 -0.06
C 2.7433 -2.4195 -4.7195 -0.29 0.24 0.57
C 1.4123 -2.3793 -4.3021 -0.78 -0.46 -0.85
F 0.4644 -2.9812 -5.1023 1.26 0.72 1.16
C 0.9994 -1.7357 -3.1507 -0.05 0.32 0.36
C 1.9363 -1.0374 -2.3208 0.24 -0.72 -1.02
C 1.4501 -0.4380 -1.1162 1.07 1.54 -1.17
C 2.2268 0.2426 -0.1260 0.36 0.16 1.24
C 1.5137 0.9978 0.8598 -0.28 -0.07 -0.52
C 2.1890 1.7374 1.8072 -0.60 0.61 1.22
F 1.4708 2.3605 2.8134 1.08 -0.76 -1.54
C 3.5759 1.8743 1.8248 -0.38 -0.41 -0.41
C 4.2703 1.1066 0.8905 1.17 0.04 -0.48
F 5.6407 1.2510 0.8301 -1.81 -0.45 0.23
C 3.6539 0.2292 0.0055 -0.13 0.06 -0.14
C 3.2841 -0.9834 -2.8062 -0.02 -0.25 0.22
H 3.0514 -2.9478 -5.6152 -0.04 0.08 0.09
H -0.0522 -1.7409 -2.8755 0.26 -0.13 -0.15
H 0.3708 -0.2436 -1.0994 0.39 -0.48 0.40
H 0.4235 0.9802 0.8505 0.33 0.08 0.07
H 4.0833 2.5163 2.5371 -0.05 -0.10 -0.08
H 4.2618 -0.4671 -0.5660 -0.01 0.37 0.31
H 4.0243 -0.3535 -2.3212 -0.14 -0.29 -0.40
```
Forces are in eV/Å.

The relative energy (zero: lowest compared OMol25 entry of this formula, charge and spin) is 8.1 kcal/mol. The value obtained for the HOMO energy is -0.43607 hartree. The total charge is +1. The value obtained for the lowest unoccupied orbital energy is -6.666 eV. Its gap between HOMO and LUMO is 5.200 eV.

Now the Löwdin charges, all in e:
1. C -0.05
2. C -0.39
3. C -0.07
4. C -0.17
5. C -0.25
6. Si 0.49
7. C -0.18
8. C -0.18
9. C -0.18
10. H 0.08
11. H 0.06
12. H 0.10
13. H 0.07
14. H 0.10
15. H 0.08
16. H 0.11
17. H 0.09
18. H 0.09
19. H 0.04
20. H 0.03
21. H 0.04
22. H 0.04
23. H 0.04
24. H 0.03
25. H 0.05
26. H 0.00
27. H 0.04
28. F 0.07
29. C -0.19
30. C 0.14
31. C -0.19
32. F 0.07
33. C 0.09
34. C -0.13
35. C 0.13
36. C -0.15
37. C 0.08
38. C -0.18
39. F 0.06
40. C 0.14
41. C -0.19
42. F 0.07
43. C 0.08
44. C 0.08
45. H 0.16
46. H 0.10
47. H 0.13
48. H 0.10
49. H 0.16
50. H 0.12
51. H 0.12

***

Summary of electronic energy in eV
-84104.7481 -65380.5226 -45291.7406 -40921.9165
(order as listed above)